{"formula": "C21H37AsF6HgN6OS2SbSe", "method": "ωB97M-V/def2-TZVPD", "energy_ha": -7652.562421, "de_lowest_kj_mol": 127.2, "total_charge": 1, "e_lumo_ev": -2.55, "elements": ["Hg", "F", "Sb", "F", "F", "F", "F", "F", "C", "S", "O", "C", "C", "C", "C", "C", "C", "H", "H", "H", "H", "H", "H", "H", "H", "C", "N", "C", "C", "N", "C", "C", "Se", "H", "H", "H", "H", "H", "H", "H", "H", "C", "As", "C", "C", "S", "H", "H", "H", "H", "H", "H", "H", "H", "H", "C", "N", "C", "N", "C", "N", "C", "N", "C", "C", "H", "H", "H", "H", "H", "H", "H", "H", "H", "H", "H", "H"], "coordinates": [[-0.5155, 0.0085, 0.4255], [0.5062, 0.6897, 2.7921], [-1.1578, 1.1992, 3.6981], [-1.2743, -0.5818, 4.2735], [-2.2919, 0.7285, 2.1894], [-2.6969, 1.8844, 4.5076], [-0.9539, 2.8597, 2.6712], [-0.0302, 1.8827, 5.0514], [-2.4393, -4.2116, 1.8195], [-1.1335, -3.6703, 0.6666], [-1.0788, -2.1752, 0.8312], [-2.0449, -3.8679, -0.8910], [-1.3802, -4.4163, -1.9770], [-2.0186, -4.4770, -3.2053], [-3.3105, -3.9962, -3.3436], [-3.9669, -3.4443, -2.2561], [-3.3307, -3.3701, -1.0271], [-3.2567, -3.5009, 1.7912], [-2.0180, -4.2267, 2.8200], [-2.7647, -5.2042, 1.5288], [-0.3712, -4.7856, -1.8701], [-1.5085, -4.8982, -4.0573], [-3.8095, -4.0566, -4.2983], [-4.9718, -3.0649, -2.3591], [-3.8375, -2.9243, -0.1845], [-4.1163, 2.1761, -0.1387], [-3.2723, 2.3754, -1.2851], [-3.0965, 3.5503, -1.9506], [-2.1922, 3.3267, -2.9401], [-1.8302, 2.0155, -2.8699], [-0.8280, 1.3735, -3.6705], [-2.4843, 1.4475, -1.8455], [-2.3192, -0.3426, -1.2666], [-4.8942, 2.9364, -0.1229], [-3.5305, 2.2454, 0.7798], [-4.5719, 1.1864, -0.1786], [-3.6250, 4.4445, -1.6864], [-1.8040, 3.9868, -3.6878], [-0.7562, 1.8722, -4.6329], [-1.0937, 0.3256, -3.8175], [0.1368, 1.4347, -3.1625], [0.2235, 5.2651, 1.2817], [1.2459, 3.6358, 1.0799], [2.0527, 3.1874, 2.7773], [2.7671, 4.2762, 0.0409], [0.2943, 2.3415, -0.3228], [0.8636, 5.9866, 1.7954], [-0.6777, 5.0966, 1.8689], [-0.0348, 5.6392, 0.2875], [2.6878, 4.0442, 3.0030], [2.6639, 2.2904, 2.7006], [1.3148, 3.0667, 3.5651], [3.2340, 5.1096, 0.5653], [2.4302, 4.6233, -0.9390], [3.5079, 3.4872, -0.0991], [1.9189, -1.5658, -0.9066], [3.2115, -2.1705, -1.1146], [3.4167, -3.1973, -0.0954], [3.3580, -2.6275, 1.2433], [2.0657, -2.0150, 1.4442], [1.8007, -0.9513, 0.4387], [2.8964, 0.0373, 0.5858], [4.1967, -0.5521, 0.3768], [4.2356, -1.1429, -0.9561], [4.3939, -1.6122, 1.3632], [1.1358, -2.3259, -1.0081], [1.7613, -0.7879, -1.6648], [4.3957, -3.6555, -0.2513], [2.6388, -3.9598, -0.1946], [2.0270, -1.5678, 2.4413], [1.2892, -2.7784, 1.3623], [2.8499, 0.4373, 1.6043], [2.7530, 0.8486, -0.1418], [5.2166, -1.5904, -1.1234], [4.0659, -0.3569, -1.6985], [4.3598, -1.1817, 2.3678], [5.3731, -2.0688, 1.2022]]}